1.
Here is a gas-phase ion, C7H17N2O3S (charge +1) from OMol25. Energies are from the ωB97M-V functional and the def2-TZVPD basis.

The geometry in XYZ format:
```
30
C7H17N2O3S, DFT the ωB97M-V functional and the def2-TZVPD basis
C -0.2878 3.0365 2.0803
C -2.1297 -0.8873 -1.1847
C 1.3540 -1.5111 1.6935
C 0.6529 -0.9630 -2.6447
C -1.1994 0.2486 -0.7364
C 0.0124 -0.9416 1.2047
C 0.8102 -1.1801 -1.1708
N -0.9527 3.0074 3.1379
N 0.1618 -0.2364 -0.2890
O 0.1829 1.8987 1.3780
O 0.7835 2.1484 -1.2465
O 2.4157 1.0592 0.2342
S 1.0836 1.3166 -0.1220
H 0.0212 3.9155 1.5119
H -1.9294 -1.8794 -0.7939
H -3.0347 -0.5925 -0.4810
H -2.3224 -0.7841 -2.2816
H 1.3230 -1.8361 2.7050
H 1.6165 -2.4141 1.1418
H 2.0575 -0.7573 1.4686
H 0.9287 -0.0978 -3.0468
H 1.2236 -1.7559 -3.1731
H -0.3673 -1.2897 -2.9568
H -1.6121 0.7493 0.1461
H -0.9217 0.9178 -1.5515
H -0.3753 -0.1168 1.8507
H -0.5979 -1.7676 1.1805
H 1.9160 -1.1236 -0.9599
H 0.4086 -2.0440 -0.6899
H -1.2215 3.8804 3.5952
```

As for the spin multiplicity: 3. The net charge is +1. Its energy above the lowest of the compared OMol25 structures with the same formula, charge and spin is 39.60 kcal/mol. The frontier orbital gap (alpha / beta) is 7.643 / 6.769 eV. The HOMO energy (alpha / beta) comes out at -10.70 / -15.24 eV. For the energy, the calculation gives -27477.366 eV.

2.
Here is a gas-phase ion, C7H17N2O3SSi (charge +1) from OMol25. Energies are from the ωB97M-V functional and the def2-TZVPD basis.

The geometry in XYZ format:
```
31
C7H17N2O3SSi, DFT the ωB97M-V functional and the def2-TZVPD basis
C 1.4413 -2.7378 -1.2969
N 1.4058 -1.7001 -0.2908
C 0.7322 -0.4289 -0.8456
N 1.6438 0.5302 -1.0745
C 1.5100 1.6314 -1.6627
C 2.4875 2.6467 -2.0288
S 2.2006 3.9244 -2.9864
Si -0.5280 0.3618 0.5406
O -0.9302 -1.0449 1.2526
C -2.0980 -1.4907 1.9772
O 0.4983 1.2873 1.3767
C 0.5084 2.4249 2.1149
O -1.6989 1.3227 -0.0849
C -2.9654 1.1713 -0.6660
H 1.9238 -2.4370 -2.2931
H 1.8589 -3.6340 -1.1333
H 0.3270 -2.8864 -1.5302
H 0.9477 -1.9322 0.5971
H 2.2969 -1.3950 0.0296
H 0.0224 -0.7954 -1.6563
H 0.5020 1.8822 -1.9816
H 3.3917 2.4362 -1.4698
H -2.4498 -0.5410 2.5332
H -1.6796 -2.2287 2.7402
H -2.6412 -1.8417 1.1069
H 0.0428 3.2805 1.5202
H 1.6611 2.6476 2.1919
H -0.0457 2.2486 3.1386
H -3.3263 0.1944 -0.5832
H -2.9111 1.5522 -1.6743
H -3.6425 1.9015 -0.1774
```

Its SMILES is C[NH2+][C@H](/N=C/C=S)[Si](OC)(OC)OC. The net charge is +1. Its energy above the lowest of the compared OMol25 structures with the same formula, charge and spin is 18.31 kcal/mol. The frontier orbital gap is 7.750 eV. The HOMO energy comes out at -11.85 eV. For the energy, the calculation gives -35363.598 eV.

3.
Here is 2 unconnected molecules or ions with the total composition C7H17N3 from OMol25. Energies are from the ωB97M-V functional and the def2-TZVPD basis.

The geometry in XYZ format:
```
27
C7H17N3, DFT the ωB97M-V functional and the def2-TZVPD basis
C 1.3304 -0.1398 -1.8860
C 2.1287 -2.4214 -2.5017
C -0.9821 -0.4078 0.0799
C 1.0136 2.1145 -1.2388
C -2.7001 0.6288 2.7566
C 1.0091 -1.5879 -1.9870
C 0.0415 0.4948 0.0144
N -0.6068 1.3200 3.4777
N 0.9134 0.7084 -1.0671
N -1.5954 0.6161 3.7052
H 1.9474 0.2970 -2.6032
H 2.5457 -1.8440 -3.3447
H 1.7309 -3.3619 -2.8764
H 2.8811 -2.7509 -1.7973
H -1.8062 -0.1096 4.4310
H -1.4247 -1.0016 -0.8203
H -1.5606 -0.5999 0.9791
H 0.2160 2.3466 -1.8222
H 1.9124 2.4446 -1.7714
H 1.0450 2.6417 -0.2073
H -2.4566 1.0443 1.7747
H -3.5641 1.1703 3.0240
H -3.2478 -0.3751 2.6200
H 0.3324 -1.8875 -1.1795
H 0.3419 -1.5104 -2.8436
H 0.4820 0.8471 0.8794
H 0.0729 1.3237 4.2047
```

The net charge is +2. Its energy above the lowest of the compared OMol25 structures with the same formula, charge and spin is 76.08 kcal/mol. The frontier orbital gap is 8.111 eV. The HOMO energy comes out at -17.66 eV. For the energy, the calculation gives -11984.105 eV.

4.
Here is a single C7H17N3OS molecule from OMol25. Energies are from the ωB97M-V functional and the def2-TZVPD basis.

The geometry in XYZ format:
```
29
C7H17N3OS, DFT the ωB97M-V functional and the def2-TZVPD basis
H 0.0506 1.9432 -0.5741
N -0.9016 1.5286 -0.4658
C -1.0428 0.5047 0.3230
N -2.3121 0.0706 0.3455
C -3.2631 0.7952 -0.5664
C -4.6382 0.4473 -0.2279
S -4.7616 -1.3644 -0.3596
N -0.0925 -0.2949 0.9910
C 1.3376 0.2127 1.0199
C 2.1058 -0.2743 -0.1802
O 1.9843 -1.6482 -0.2402
C 3.5909 -0.0307 0.0454
C 4.6476 -0.4623 -0.9981
H -2.7842 -0.9011 0.7944
H -2.9888 1.8924 -0.5402
H -3.0825 0.5971 -1.5756
H -5.4429 0.9524 -0.8085
H -4.8404 0.5457 0.8918
H -5.3833 -1.7555 0.9915
H -0.2949 -0.9323 1.7845
H 1.4349 1.3278 1.2559
H 1.7023 -0.6523 1.7362
H 1.6713 0.3359 -1.0177
H 0.9877 -1.8022 -0.0791
H 3.9785 -0.3377 1.1083
H 3.5244 1.0790 0.2518
H 4.6652 -1.5228 -1.1652
H 4.4752 0.0396 -2.0262
H 5.6723 -0.2932 -0.7145
```

Its SMILES is [H]/N=C(/NCCS)NC[C@H](O)CC. The net charge is 0. Its energy above the lowest of the compared OMol25 structures with the same formula, charge and spin is 57.92 kcal/mol. The frontier orbital gap is 9.013 eV. The HOMO energy comes out at -8.61 eV. For the energy, the calculation gives -24884.896 eV.

5.
Here is 2 unconnected molecules or ions with the total composition C7H17N5O from OMol25. Energies are from the ωB97M-V functional and the def2-TZVPD basis.

The geometry in XYZ format:
```
30
C7H17N5O, DFT the ωB97M-V functional and the def2-TZVPD basis
C -3.9336 1.2885 -0.6190
C -3.1256 1.3677 0.4266
C -1.2173 -1.8627 0.0022
C 2.0289 -1.3223 -0.6791
C 2.6135 0.0110 -1.0965
C 1.9114 -0.0234 1.2794
C -1.6283 1.6133 0.4145
N 1.3489 -1.1083 0.5865
N -0.5797 -2.9645 -0.3811
N -0.5818 -0.7709 0.4320
N 2.8128 0.7123 0.2000
N -0.9082 0.4298 0.9312
O -2.4611 -1.7288 -0.2946
H -5.0069 1.4005 -0.7269
H -3.5412 1.5279 -1.5730
H -3.5553 0.9384 1.3474
H 1.5332 -1.8912 -1.5262
H 2.8137 -1.8950 -0.2696
H 3.7581 -0.0896 -1.5282
H 2.1109 0.6582 -1.8288
H 1.0886 0.5976 1.6849
H 2.4934 -0.4498 2.0663
H -1.4247 2.3789 1.2013
H -1.3144 1.8992 -0.6753
H 0.3848 -3.0692 0.0035
H -1.1376 -3.7343 -0.5412
H 3.7989 0.5558 0.5012
H 2.8060 1.7595 0.0590
H -2.8139 -0.8684 -0.2446
H -1.1249 0.4782 1.9816
```

The net charge is +2. Its energy above the lowest of the compared OMol25 structures with the same formula, charge and spin is 67.83 kcal/mol. The frontier orbital gap is 8.548 eV. The HOMO energy comes out at -16.41 eV. For the energy, the calculation gives -17011.150 eV.

6.
Here is a gas-phase ion, C7H17N5S (charge +2) from OMol25. Energies are from the ωB97M-V functional and the def2-TZVPD basis.

The geometry in XYZ format:
```
30
C7H17N5S, DFT the ωB97M-V functional and the def2-TZVPD basis
C -0.4461 0.2518 -0.8722
C 0.9796 0.1126 1.2518
C -0.6616 -1.7382 1.3668
C -1.6897 1.2043 -1.6872
C 0.6890 2.1588 -2.1986
C 0.1645 -3.0441 3.7765
C -0.2644 1.0173 -2.1896
N 0.1460 -0.7477 1.7270
N -1.3006 -1.6496 0.1849
N 0.6488 -1.9665 -1.2243
N -0.5365 -1.2818 -1.0171
N 1.0310 1.2695 2.2367
S -0.8374 -3.1882 2.2921
H -1.4388 0.6103 -0.3730
H -2.5545 1.0493 -2.3970
H -1.9015 2.1444 -1.2057
H 0.6127 2.7858 -1.3716
H 0.5023 2.9023 -3.0266
H 1.6370 1.8319 -2.6303
H 0.4449 -4.0749 4.1191
H -0.4399 -2.6673 4.5130
H 1.0544 -2.3032 3.5955
H -0.0447 0.3262 -2.9538
H -1.8943 -2.3368 -0.1964
H 1.0358 -1.8332 -2.1553
H 1.3400 -1.6962 -0.5310
H -1.2243 -1.4101 -1.8939
H 2.0177 1.1414 2.6186
H 0.2847 1.2166 2.8235
H 1.1897 2.1291 1.6915
```

The net charge is +2. Its energy above the lowest of the compared OMol25 structures with the same formula, charge and spin is 237.79 kcal/mol. The frontier orbital gap is 7.732 eV. The HOMO energy comes out at -15.39 eV. For the energy, the calculation gives -25794.635 eV.

7.
Here is 2 unconnected molecules or ions with the total composition C7H17NO from OMol25. Energies are from the ωB97M-V functional and the def2-TZVPD basis.

The geometry in XYZ format:
```
26
C7H17NO, DFT the ωB97M-V functional and the def2-TZVPD basis
C -2.4606 0.9574 -0.6016
C -1.2643 1.0506 0.3371
N -0.3574 -0.2488 0.0158
C -0.6779 -1.4025 0.7028
C 0.5338 -0.3388 -1.1354
C 1.7806 -1.1647 -0.8086
C 0.9720 1.0396 -1.6236
H -2.1503 1.0491 -1.6432
H -2.9729 -0.0006 -0.4906
H -3.1563 1.7690 -0.3710
H -1.5745 0.9563 1.3775
H -0.7080 1.9713 0.1969
H -1.6376 -1.3345 1.2131
H -0.6644 -2.3204 0.0983
H 0.1358 -1.3056 1.7563
H -0.0228 -0.8463 -1.9397
H 1.5377 -2.1786 -0.5021
H 2.4164 -1.2301 -1.6900
H 2.3259 -0.6706 -0.0084
H 0.1431 1.6034 -2.0400
H 1.7211 0.9304 -2.4048
H 1.4082 1.5875 -0.7926
C 1.0818 -0.0908 2.5373
O 1.0083 0.7962 1.6527
H 2.0466 -0.6166 2.6706
H 0.5354 0.0382 3.4933
```

Its SMILES is CCN(C)C(C)C.C=O. The net charge is 0. Its energy above the lowest of the compared OMol25 structures with the same formula, charge and spin is 86.93 kcal/mol. The frontier orbital gap is 8.742 eV. The HOMO energy comes out at -7.87 eV. For the energy, the calculation gives -11069.369 eV.

8.
Here is 2 unconnected molecules or ions with the total composition C7H17NO from OMol25. Energies are from the ωB97M-V functional and the def2-TZVPD basis.

The geometry in XYZ format:
```
26
C7H17NO, DFT the ωB97M-V functional and the def2-TZVPD basis
C -0.1152 0.6462 -0.8747
C 0.5653 1.0010 0.4525
C -0.0807 0.2765 1.6825
C 0.3689 2.5352 0.6354
C 2.0683 0.7121 0.3997
H 0.0315 -0.4109 -1.0847
H -1.2014 0.8265 -0.8133
H 0.3874 1.3233 -1.6502
H 0.4414 0.6164 2.5779
H -1.1613 0.4857 1.7668
H 0.0914 -0.8025 1.5821
H 0.9183 2.9725 1.4569
H -0.6680 2.7808 0.7092
H 0.6836 3.0668 -0.2909
H 2.4831 1.1422 -0.5299
H 2.5442 1.2332 1.2626
H 2.3064 -0.3376 0.5352
C -0.1256 -2.7086 -0.9482
C -1.3704 -1.9469 -1.2869
N -1.8224 -0.9068 -0.5772
O -2.0396 -2.2765 -2.2918
H -0.2410 -3.7328 -1.1235
H 0.1257 -2.4623 0.0651
H 0.6007 -2.3393 -1.7047
H -3.0436 -0.9385 -0.5811
H -1.7472 -0.7557 0.6312
```

Its SMILES is CC(C)(C)C.CC(N)=O. The net charge is 0. Its energy above the lowest of the compared OMol25 structures with the same formula, charge and spin is 78.46 kcal/mol. The frontier orbital gap is 9.825 eV. The HOMO energy comes out at -9.30 eV. For the energy, the calculation gives -11069.736 eV.

Question: What is the formula in the third record?
Answer: C7H17N3